Record 1
123
Properties=species:S:1:pos:R:3 method="wB97M-V/def2-TZVPD" total_charge=+1 relative_energy_kj_mol=140.6 orbital_gap_ev=7.50 lumo_ev=-2.612 spin_multiplicity=1 homo_energy_ev=-10.11
Mg -0.90 0.52 -2.58
C 1.13 -3.84 -1.21
C 1.80 -2.64 -0.63
C 3.08 -2.66 -0.17
C 3.63 -1.46 0.36
N 2.93 -0.38 0.42
N 1.66 -0.34 0.04
B 0.97 0.91 0.65
N 0.26 0.47 1.96
N 0.62 -0.16 3.04
C -0.32 -0.43 3.92
C -1.67 -0.05 3.70
C -2.05 0.57 2.53
C -3.43 0.93 2.14
C -0.99 0.81 1.64
S -0.76 1.57 0.09
C 0.12 -1.17 5.17
C 1.56 -1.67 5.01
C 0.07 -0.19 6.35
C -0.81 -2.36 5.43
N 1.91 2.09 0.82
N 2.58 2.17 1.97
C 3.33 3.19 2.23
C 3.48 4.25 1.30
C 2.78 4.22 0.14
C 2.84 5.33 -0.85
C 1.92 3.10 -0.11
S 0.95 3.04 -1.47
C 4.06 3.24 3.56
C 3.62 2.09 4.46
C 5.57 3.15 3.29
C 3.77 4.58 4.25
C 1.05 -1.42 -0.52
S -0.57 -1.45 -1.00
C 5.05 -1.40 0.87
C 5.29 -0.05 1.54
C 6.02 -1.57 -0.31
C 5.28 -2.52 1.89
H 1.85 -4.61 -1.43
H 0.57 -3.57 -2.10
H 0.40 -4.22 -0.50
H 3.65 -3.58 -0.21
H -2.41 -0.25 4.46
H -4.16 0.65 2.90
H -3.68 0.43 1.19
H -3.50 2.00 1.94
H 2.23 -0.83 4.88
H 1.65 -2.32 4.15
H 1.84 -2.22 5.90
H 0.78 0.61 6.19
H 0.35 -0.72 7.26
H -0.92 0.23 6.48
H -0.87 -3.01 4.56
H -1.81 -2.05 5.70
H -0.41 -2.94 6.26
H 4.14 5.08 1.52
H 3.77 5.88 -0.75
H 2.01 6.02 -0.67
H 2.72 4.95 -1.86
H 3.70 1.15 3.93
H 2.57 2.22 4.74
H 4.23 2.06 5.35
H 5.82 2.23 2.78
H 6.11 3.18 4.24
H 5.92 3.99 2.68
H 2.70 4.75 4.34
H 4.21 5.42 3.72
H 4.20 4.57 5.25
H 5.03 0.77 0.87
H 6.34 0.05 1.82
H 4.68 0.03 2.43
H 5.96 -0.71 -0.97
H 5.78 -2.47 -0.88
H 7.03 -1.66 0.06
H 4.50 -2.51 2.66
H 6.24 -2.37 2.38
H 5.29 -3.50 1.42
C 1.57 -0.71 -3.90
O 0.97 0.47 -3.42
C 1.14 1.59 -4.27
C -0.21 2.10 -4.76
O -1.07 2.18 -3.64
C -2.30 2.81 -3.94
H 2.67 -0.63 -3.85
H 1.25 -0.92 -4.92
H 1.23 -1.53 -3.27
H 1.76 1.33 -5.14
H 1.64 2.37 -3.70
H -0.63 1.40 -5.49
H -0.08 3.08 -5.22
H -2.13 3.87 -4.14
H -2.94 2.70 -3.06
H -2.78 2.33 -4.80
O -1.43 -0.62 -4.21
C -2.53 -0.74 -3.64
N -3.53 -1.53 -4.03
C -4.60 -1.48 -3.05
C -3.95 -0.56 -1.98
O -4.39 -0.30 -0.88
N -2.80 -0.08 -2.51
C -4.99 -2.89 -2.64
C -5.02 -3.32 -1.33
C -5.37 -4.62 -1.03
C -5.67 -5.51 -2.04
C -5.64 -5.09 -3.36
C -5.32 -3.78 -3.66
C -5.82 -0.74 -3.56
C -6.87 -0.48 -2.69
C -7.99 0.19 -3.13
C -8.08 0.60 -4.45
C -7.03 0.35 -5.32
C -5.90 -0.31 -4.88
H -3.43 -2.27 -4.70
H -4.79 -2.62 -0.54
H -5.41 -4.95 0.00
H -5.93 -6.54 -1.81
H -5.88 -5.78 -4.16
H -5.33 -3.45 -4.69
H -6.78 -0.80 -1.66
H -8.80 0.40 -2.44
H -8.96 1.12 -4.80
H -7.10 0.67 -6.35
H -5.09 -0.50 -5.57

Record 2
117
Properties=species:S:1:pos:R:3 method="wB97M-V/def2-TZVPD" total_charge=+1 relative_energy_kj_mol=0.0 orbital_gap_ev=7.55 lumo_ev=-3.711 spin_multiplicity=1 homo_energy_ev=-11.26
Ta 0.69 0.27 1.92
C 0.93 -1.48 4.58
N 1.61 -1.63 3.26
C 3.08 -1.56 3.50
C 1.36 -2.99 2.72
C 1.20 -2.97 1.23
N 0.10 -2.07 0.90
C -1.17 -2.56 1.50
C -2.40 -1.79 1.14
C -3.57 -2.45 0.75
C -4.73 -1.72 0.52
C -4.67 -0.34 0.72
C -3.53 0.36 1.11
C -2.40 -0.43 1.27
O -1.14 0.08 1.61
C -3.55 1.88 1.34
C -3.02 2.20 2.74
C -2.68 2.54 0.27
C -4.96 2.46 1.24
C -6.04 -2.36 0.07
C -6.44 -1.78 -1.29
C -5.92 -3.88 -0.07
C -7.14 -2.06 1.11
C -0.10 -1.97 -0.57
C 1.02 -1.41 -1.41
C 1.14 -1.83 -2.73
C 2.12 -1.31 -3.56
C 3.05 -0.44 -2.99
C 3.01 -0.03 -1.66
C 1.91 -0.47 -0.94
O 1.63 -0.04 0.36
C 4.20 0.72 -1.03
C 3.79 2.07 -0.42
C 4.82 -0.18 0.05
C 5.30 1.00 -2.06
C 2.18 -1.73 -5.04
C 3.32 -1.04 -5.78
C 0.86 -1.35 -5.71
C 2.38 -3.25 -5.13
H 1.27 -2.26 5.27
H -0.15 -1.55 4.46
H 1.17 -0.50 5.00
H 3.36 -2.38 4.15
H 3.34 -0.63 3.97
H 3.61 -1.65 2.55
H 0.49 -3.41 3.20
H 2.19 -3.65 2.97
H 1.01 -3.99 0.87
H 2.11 -2.62 0.74
H -1.05 -2.52 2.58
H -1.32 -3.62 1.24
H -3.55 -3.53 0.65
H -5.58 0.23 0.57
H -2.02 1.79 2.92
H -3.68 1.79 3.51
H -2.98 3.28 2.88
H -1.70 2.07 0.21
H -2.54 3.60 0.48
H -3.15 2.45 -0.72
H -5.65 2.01 1.96
H -5.39 2.36 0.24
H -4.91 3.53 1.47
H -5.69 -1.99 -2.05
H -6.57 -0.69 -1.24
H -7.39 -2.21 -1.61
H -5.17 -4.16 -0.81
H -6.88 -4.29 -0.39
H -5.66 -4.36 0.88
H -7.33 -0.98 1.19
H -6.86 -2.43 2.10
H -8.07 -2.54 0.81
H -1.00 -1.38 -0.73
H -0.33 -2.97 -0.95
H 0.44 -2.58 -3.10
H 3.86 -0.09 -3.60
H 3.01 1.96 0.33
H 3.43 2.76 -1.19
H 4.66 2.53 0.05
H 4.11 -0.39 0.84
H 5.69 0.32 0.49
H 5.15 -1.13 -0.39
H 4.96 1.66 -2.86
H 5.70 0.09 -2.50
H 6.13 1.51 -1.55
H 3.23 0.05 -5.76
H 3.31 -1.35 -6.83
H 4.30 -1.30 -5.37
H 0.67 -0.27 -5.64
H 0.01 -1.87 -5.26
H 0.89 -1.62 -6.77
H 3.31 -3.55 -4.64
H 2.43 -3.55 -6.18
H 1.56 -3.80 -4.66
O 0.40 3.06 4.87
C 0.36 2.51 3.82
O 0.13 1.21 3.60
C 0.53 3.24 2.51
C 0.70 4.62 2.49
C 0.83 5.23 1.28
C 0.72 4.49 0.09
C 0.77 5.10 -1.19
C 0.61 4.35 -2.32
C 0.37 2.96 -2.21
C 0.34 2.34 -1.00
C 0.53 3.10 0.18
N 0.49 2.49 1.41
H 0.74 5.15 3.43
H 0.98 6.31 1.22
H 0.93 6.17 -1.25
H 0.64 4.83 -3.29
H 0.22 2.37 -3.11
H 0.15 1.28 -0.94
N 2.51 0.96 2.61
C 3.48 1.62 2.82
N 4.46 2.29 3.17
C 5.55 2.67 2.51
N 6.50 3.03 1.96